The following is a DFT calculation (wB97M-V/def2-TZVPD) of a molecular structure, C59H42N7O3RuS3.

Summary:
⟨S²⟩: 0.757
2S+1: 2
Charge: 0
Frontier orbital gap (spin up / spin down) (eV): 7.44 / 6.30
Energy above the lowest of the compared OMol25 structures with the same formula, charge and spin (kJ/mol): 123.43
HOMO level (spin up / spin down) (eV): -7.642 / -7.710

CARTESIAN COORDINATES (ANGSTROEM)
Ru -1.3022 -0.5027 0.6786
O -2.5781 -0.5117 -0.9721
N -2.8775 -1.6931 -1.5338
C -3.5449 -1.6244 -2.7071
C -3.9517 -2.7553 -3.3536
C -3.6726 -3.9959 -2.7702
C -2.9825 -4.0432 -1.5900
C -2.5509 -2.8685 -0.9497
S -1.6636 -2.8826 0.5145
H -3.7094 -0.6154 -3.0527
H -4.4824 -2.6672 -4.2896
H -3.9855 -4.9114 -3.2547
H -2.7310 -4.9792 -1.1123
C 0.5537 6.8763 -4.4509
C 0.4311 5.5395 -3.7740
C 1.3240 4.5079 -4.0662
C 1.2050 3.2685 -3.4638
C 0.1817 3.0533 -2.5500
C -0.7245 4.0542 -2.2529
C -0.5905 5.2945 -2.8630
S 0.0830 1.4208 -1.7939
O 0.5321 0.4808 -2.8532
C 1.3867 1.6957 -0.5926
C 1.0629 2.6466 0.4048
C 1.8752 2.7992 1.4829
C 3.0313 1.9950 1.6399
C 3.8611 2.1159 2.7792
C 4.9693 1.3319 2.9171
C 5.2957 0.3890 1.9218
C 4.5184 0.2561 0.8074
C 3.3620 1.0560 0.6352
C 2.5175 0.9294 -0.5162
C 3.0000 0.0471 -1.6213
C 4.0294 0.5626 -2.4705
C 4.4766 1.9063 -2.3832
C 5.4440 2.3763 -3.2251
C 6.0233 1.5314 -4.1947
C 5.6165 0.2329 -4.2988
C 4.6111 -0.2808 -3.4451
C 4.1851 -1.6291 -3.5343
C 3.1877 -2.0947 -2.7360
C 2.5718 -1.2371 -1.7961
S 1.2193 -1.8293 -0.7622
O 1.8130 -2.5894 0.3571
C 0.5806 -3.0485 -1.9262
C 0.7161 -4.3825 -1.5798
C 0.2589 -5.3580 -2.4532
C -0.3285 -5.0148 -3.6691
C -0.8132 -6.0825 -4.6110
C -0.4634 -3.6659 -3.9828
C -0.0224 -2.6749 -3.1173
H 1.5625 7.0353 -4.8307
H 0.3173 7.6898 -3.7647
H -0.1342 6.9483 -5.2960
H 2.1251 4.6835 -4.7752
H 1.8912 2.4642 -3.7020
H -1.5220 3.8750 -1.5437
H -1.2961 6.0829 -2.6263
H 0.1655 3.2444 0.3104
H 1.6326 3.5283 2.2474
H 3.5886 2.8314 3.5459
H 5.5881 1.4122 3.8007
H 6.1606 -0.2470 2.0537
H 4.7700 -0.4855 0.0610
H 4.0379 2.5673 -1.6468
H 5.7713 3.4052 -3.1461
H 6.7923 1.9167 -4.8520
H 6.0526 -0.4266 -5.0397
H 4.6589 -2.2847 -4.2549
H 2.8697 -3.1248 -2.8161
H 1.1806 -4.6344 -0.6344
H 0.3656 -6.4041 -2.1877
H -1.4580 -6.7979 -4.0966
H 0.0222 -6.6461 -5.0307
H -1.3756 -5.6537 -5.4402
H -0.9242 -3.3818 -4.9224
H -0.1211 -1.6261 -3.3692
N -4.4743 -2.2546 10.6439
C -4.3307 -2.0343 9.5256
C -4.1606 -1.7666 8.1241
C -5.1504 -2.1574 7.2246
C -4.9932 -1.9103 5.8738
C -3.8534 -1.2537 5.4299
C -2.8646 -0.8541 6.3169
C -3.0146 -1.1224 7.6667
N -3.6914 -0.9913 4.0414
C -4.6813 -0.6936 3.1271
C -4.0591 -0.5098 1.9356
N -2.7095 -0.6888 2.1193
C -2.5148 -0.9805 3.3830
H -6.0339 -2.6651 7.5856
H -5.7444 -2.2446 5.1713
H -1.9776 -0.3294 5.9848
H -2.2402 -0.8196 8.3576
H -5.7127 -0.5942 3.4126
H -4.4548 -0.2258 0.9763
H -1.5679 -1.2014 3.8445
N 0.1148 -0.5009 2.1384
C 0.9167 -0.6980 2.9515
C 1.7202 -0.7910 4.0703
C 1.0836 -0.4005 5.2746
N 0.4875 -0.0769 6.2108
C 2.9991 -1.3964 4.0679
N 4.0499 -1.8704 4.0868
C -2.8236 4.0485 1.5917
C -1.9730 3.3894 2.4701
C -1.5238 2.1088 2.1805
C -1.8736 1.4573 0.9921
C -2.7389 2.1324 0.1295
C -3.2128 3.4070 0.4248
H -3.1876 5.0419 1.8218
H -1.6673 3.8663 3.3942
H -0.8711 1.6200 2.8943
H -3.0549 1.6565 -0.7907
H -3.8865 3.9022 -0.2661

Results of the Löwdin charge analysis, in e, for atoms 1 through 99:
1 Ru 1.042
2 O -0.296
3 N -0.171
4 C -0.013
5 C -0.049
6 C -0.062
7 C -0.081
8 C -0.625
9 S 0.731
10 H 0.142
11 H 0.111
12 H 0.115
13 H 0.114
14 C -0.051
15 C -0.269
16 C -0.027
17 C -0.055
18 C -0.351
19 C -0.065
20 C -0.032
21 S 1.005
22 O -0.487
23 C -0.313
24 C -0.080
25 C -0.008
26 C -0.157
27 C -0.032
28 C -0.075
29 C -0.070
30 C 0.001
31 C -0.102
32 C -0.151
33 C -0.159
34 C -0.099
35 C -0.014
36 C -0.069
37 C -0.076
38 C -0.032
39 C -0.148
40 C -0.007
41 C -0.036
42 C -0.281
43 S 0.914
44 O -0.479
45 C -0.418
46 C -0.080
47 C -0.032
48 C -0.283
49 C -0.050
50 C -0.041
51 C -0.068
52 H 0.076
53 H 0.079
54 H 0.085
55 H 0.115
56 H 0.109
57 H 0.084
58 H 0.116
59 H 0.101
60 H 0.121
61 H 0.114
62 H 0.108
63 H 0.108
64 H 0.123
65 H 0.122
66 H 0.104
67 H 0.103
68 H 0.112
69 H 0.117
70 H 0.115
71 H 0.113
72 H 0.118
73 H 0.079
74 H 0.083
75 H 0.074
76 H 0.115
77 H 0.098
78 N 0.162
79 C -0.178
80 C -0.224
81 C -0.016
82 C -0.001
83 C -0.172
84 C 0.009
85 C 0.003
86 N 0.003
87 C -0.012
88 C -0.078
89 N -0.131
90 C -0.103
91 H 0.124
92 H 0.116
93 H 0.084
94 H 0.129
95 H 0.126
96 H 0.117
97 H 0.134
98 N 0.051
99 C -0.151